1.
DFT (the ωB97M-V functional and the def2-TZVPD basis) results for a 2-piece molecular cluster, C5H12N2O overall in a non-equilibrium geometry.

Geometry (Å):
O -2.769 -2.497 0.626
N 1.877 1.819 -0.865
N 2.839 -0.777 -1.382
C 1.341 0.711 -0.219
C 1.733 -0.540 -0.482
C -3.616 -2.209 1.419
C -1.165 1.086 -0.103
C 0.157 0.971 0.673
H -3.599 -1.236 1.949
H -1.989 0.671 0.494
H 3.280 -1.655 -1.146
H 0.296 1.900 1.234
H 1.988 2.647 -0.299
H 2.494 -0.890 -2.340
H 1.333 -1.341 0.132
H -1.445 2.099 -0.353
H 2.694 1.578 -1.407
H 0.117 0.139 1.381
H -1.133 0.436 -0.979
H -4.434 -2.913 1.666

Forces on atoms 1 to 2 (eV/Å):
O 0.2 0.0 -0.2
N -0.1 0.0 -0.4

As for the SMILES: CC/C(N)=C/N.C=O. The value obtained for the gap between HOMO and LUMO is 8.372 eV. As for the calculated total energy: -382.41075 Eh. As for the relative energy (zero: lowest compared OMol25 entry of this formula, charge and spin): 2.497 eV.


2.
DFT (the ωB97M-V functional and the def2-TZVPD basis) results for a 2-piece molecular cluster, C5H12N2O overall in a non-equilibrium geometry.

Geometry (Å):
O 0.828 -1.945 -1.990
N 0.341 1.634 1.708
N -0.848 1.012 -0.830
C -1.361 -1.806 -1.091
C 1.373 0.611 1.424
C -0.046 -1.211 -1.562
C -0.190 1.329 3.007
C 0.015 0.232 -1.534
H 0.845 0.684 -2.071
H 2.045 0.757 2.274
H 0.499 1.727 3.775
H -0.416 1.075 0.137
H -2.208 -1.314 -1.575
H -1.128 1.850 3.216
H -0.924 1.958 -1.187
H -0.364 0.271 3.263
H 1.944 0.883 0.527
H -1.505 -1.623 -0.025
H 1.011 -0.405 1.280
H -1.471 -2.855 -1.333

Forces on atoms 1 to 2 (eV/Å):
O 0.3 0.9 -0.1
N 0.5 -1.6 -1.6

The value obtained for the gap between HOMO and LUMO is 4.962 eV. As for the calculated total energy: -382.27647 Eh. As for the relative energy (zero: lowest compared OMol25 entry of this formula, charge and spin): 6.151 eV.


- Which of these has the highest calculated total energy?
  number 2


- Look up the gap between HOMO and LUMO of the first one.
  8.372 eV


- The lowest relative energy (zero: lowest compared OMol25 entry of this formula, charge and spin) belongs to which entry?
  number 1